1.
Entry from the Open Molecules 2025 dataset: C5H9ClN3PS in the gas phase (the ωB97M-V functional and the def2-TZVPD basis).

Last columns: bonded neighbours and bond lengths (Å).
Cartesian coordinates (Å):
1 C 2.82206 2.24796 -0.56136  C2 1.382, N6 1.323, H12 1.100
2 C 1.68130 1.49298 -0.75588  C1 1.382, N7 1.407, H13 1.124
3 C 3.13376 0.50145 0.51003  N6 1.306, N7 1.416, H14 1.067
4 C -1.24502 0.01492 0.91880  N8 1.540, H15 1.143, H16 1.050, H17 1.039
5 C -1.49095 -1.64333 -0.96452  N8 1.426, H18 1.109, H19 1.094, H20 1.137
6 N 3.69715 1.64506 0.22598  C1 1.323, C3 1.306
7 N 1.84129 0.29742 -0.03206  C2 1.407, C3 1.416, P9 1.723
8 N -0.60603 -0.82331 -0.20440  C4 1.540, C5 1.426, P9 1.665
9 P 1.01040 -1.21030 -0.10462  N7 1.723, N8 1.665, S10 1.916, Cl11 2.162
10 S 1.73163 -2.45587 -1.36864  P9 1.916
11 Cl 1.39254 -1.80822 1.93721  P9 2.162
12 H 2.88691 3.29419 -0.89346  C1 1.100
13 H 0.65645 1.64729 -1.19215  C2 1.124
14 H 3.50421 -0.18928 1.23461  C3 1.067
15 H -0.42216 0.12666 1.70441  C4 1.143
16 H -1.34452 0.97278 0.49917  C4 1.050
17 H -2.10178 -0.28279 1.42641  C4 1.039
18 H -0.89123 -1.82418 -1.88003  C5 1.109
19 H -1.83332 -2.63111 -0.64387  C5 1.094
20 H -2.44799 -1.07817 -1.20455  C5 1.137

Output
2S+1 = 1
Energy above the lowest of the compared OMol25 structures with the same formula, charge and spin = 15.2 kJ/mol
HOMO = -8.998 eV
Gap between HOMO and LUMO = 9.41 eV

***

2.
Entry from the Open Molecules 2025 dataset: C22H30FN3O3 in the gas phase (the ωB97M-V functional and the def2-TZVPD basis).

Last columns: bonded neighbours and bond lengths (Å).
Cartesian coordinates (Å):
1 O 1.55922 4.21765 -0.08372  C2 1.217
2 C 1.73754 3.03173 0.12276  O1 1.217, N3 1.340, C25 1.534
3 N 0.80977 2.22170 0.65105  C2 1.340, H4 1.014, C5 1.444
4 H 1.00799 1.24877 0.85507  N3 1.014
5 C -0.49595 2.68088 1.06306  N3 1.444, H6 1.093, C7 1.527, H24 1.097
6 H -0.62791 3.69241 0.67153  C5 1.093
7 C -1.56998 1.73069 0.53868  C5 1.527, H8 1.092, H9 1.092, C10 1.532
8 H -1.57776 1.75396 -0.55343  C7 1.092
9 H -1.31527 0.71715 0.85616  C7 1.092
10 C -2.96548 2.08604 1.06046  C7 1.532, C11 1.501, H22 1.092, H23 1.091
11 C -3.96621 1.08793 0.55439  C10 1.501, C12 1.391, C16 1.389
12 C -4.08343 -0.15435 1.16835  C11 1.391, C13 1.382, H21 1.080
13 C -4.96172 -1.10747 0.68728  C12 1.382, C14 1.383, H20 1.079
14 C -5.72647 -0.80295 -0.42379  C13 1.383, C15 1.382, F19 1.352
15 C -5.63435 0.42152 -1.05757  C14 1.382, C16 1.384, H18 1.079
16 C -4.74787 1.36077 -0.56097  C11 1.389, C15 1.384, H17 1.080
17 H -4.66633 2.32166 -1.04713  C16 1.080
18 H -6.24802 0.62699 -1.92040  C15 1.079
19 F -6.58652 -1.72957 -0.90290  C14 1.352
20 H -5.06195 -2.07216 1.15950  C13 1.079
21 H -3.48078 -0.37682 2.03661  C12 1.080
22 H -2.95101 2.07741 2.15209  C10 1.092
23 H -3.23290 3.09054 0.72932  C10 1.091
24 H -0.54455 2.72026 2.15817  C5 1.097
25 C 3.04886 2.34940 -0.28755  C2 1.534, C26 1.530, C31 1.547, H59 1.094
26 C 3.69329 1.50972 0.81677  C25 1.530, C27 1.527, H57 1.091, H58 1.091
27 C 4.63109 0.48251 0.18596  C26 1.527, C28 1.512, H55 1.090, H56 1.093
28 C 3.80574 -0.50328 -0.61043  C27 1.512, O29 1.219, N30 1.351
29 O 3.96808 -1.70995 -0.56006  C28 1.219
30 N 2.83740 0.07838 -1.35068  C28 1.351, C31 1.446, C34 1.449
31 C 2.82435 1.50847 -1.56698  C25 1.547, N30 1.446, H32 1.099, H33 1.092
32 H 3.60494 1.76171 -2.29829  C31 1.099
33 H 1.86360 1.77362 -2.01370  C31 1.092
34 C 1.96474 -0.73203 -2.17534  N30 1.449, H35 1.095, C36 1.537, H54 1.092
35 H 2.04292 -0.38817 -3.21186  C34 1.095
36 C 0.50345 -0.67737 -1.70128  C34 1.537, H37 1.089, H38 1.091, C39 1.533
37 H 0.39303 0.14830 -1.00001  C36 1.089
38 H -0.16246 -0.49380 -2.54574  C36 1.091
39 C 0.03456 -1.96776 -1.02028  C36 1.533, N40 1.446, H52 1.098, H53 1.092
40 N 0.91618 -2.42175 0.03145  C39 1.446, C41 1.340, C48 1.448
41 C 1.25581 -1.70584 1.11151  N40 1.340, O42 1.221, C43 1.515
42 O 0.92997 -0.54919 1.32817  C41 1.221
43 C 2.07228 -2.58580 2.03528  C41 1.515, H44 1.093, C45 1.526, H51 1.088
44 H 1.43102 -2.88677 2.86753  C43 1.093
45 C 2.47246 -3.76524 1.15372  C43 1.526, H46 1.089, H47 1.088, C48 1.530
46 H 3.43251 -3.55267 0.68653  C45 1.089
47 H 2.53547 -4.70444 1.69892  C45 1.088
48 C 1.38596 -3.79029 0.07638  N40 1.448, C45 1.530, H49 1.099, H50 1.092
49 H 0.55775 -4.46146 0.34337  C48 1.099
50 H 1.77929 -4.09213 -0.89649  C48 1.092
51 H 2.92252 -2.04112 2.44048  C43 1.088
52 H -0.97072 -1.79885 -0.61138  C39 1.098
53 H -0.02675 -2.77100 -1.75787  C39 1.092
54 H 2.35015 -1.75252 -2.11924  C34 1.092
55 H 5.19095 -0.06839 0.94220  C27 1.090
56 H 5.34560 0.97668 -0.47713  C27 1.093
57 H 4.24139 2.15909 1.50061  C26 1.091
58 H 2.93857 0.97652 1.39693  C26 1.091
59 H 3.72537 3.16888 -0.54947  C25 1.094

Output
2S+1 = 1
Energy above the lowest of the compared OMol25 structures with the same formula, charge and spin = 12.3 kJ/mol
HOMO = -8.919 eV
Gap between HOMO and LUMO = 9.55 eV

***

Q: energy above the lowest of the compared OMol25 structures with the same formula, charge and spin of number 1 (C5H9ClN3PS)?
A: 15.2 kJ/mol